No. 1
Molecular formula: C2H9N2S2
Method: DFT, wB97M-V/def2-TZVPD

- DFT total energy (eV) = -26866.623
- HOMO-LUMO gap (alpha / beta) (eV) = 3.7 / 7.0
- molar mass (g mol⁻¹) = 125.24
- total charge = 0
- spin multiplicity = 2
- <S²> = 0.75
- E_HOMO (alpha / beta) (eV) = -3.697 / -7.160

```
15
Properties=species:S:1:pos:R:3:lowdin_spin:R:1
N -0.72802 -1.06646 -2.37467 0.00
S -0.49806 1.21831 3.27632 0.47
H 0.48536 0.58385 1.13890 0.00
H 1.35896 1.49979 0.12944 0.01
N 1.20504 0.54602 0.43922 0.00
H -0.75995 0.83106 -1.44037 0.00
C -0.20663 -0.10330 -1.50205 0.00
H 1.50020 -1.30699 -0.78259 0.00
H -1.25420 -0.68799 -3.17474 0.00
H 1.94704 0.11759 1.03038 0.00
H -1.46806 1.88489 2.68898 0.03
H -0.10376 -1.75349 -2.65864 0.00
H -1.08736 -0.63243 1.27639 0.03
S -1.23938 -0.76087 2.64826 0.46
C 0.84882 -0.36998 -0.69481 0.00
```


No. 2
Molecular formula: C2H9N2S2
Method: DFT, wB97M-V/def2-TZVPD

- DFT total energy (eV) = -26862.147
- HOMO-LUMO gap (eV) = 8.4
- molar mass (g mol⁻¹) = 125.24
- total charge = +1
- E_HOMO (eV) = -12.541

```
15
Properties=species:S:1:pos:R:3:mulliken_charge:R:1
S 0.47359 1.06136 1.68967 -0.16
C -1.71020 -0.41424 -0.59508 -0.17
H 2.18819 1.26258 -0.70140 0.24
H 2.18175 -0.43894 -0.94421 0.24
H 1.32561 -2.18565 0.44697 0.17
H -2.64293 -0.78877 -0.45050 0.38
N 0.85336 -1.41245 0.79752 -0.42
N 1.92701 0.36055 -0.32499 -0.43
H -1.02138 -0.81676 0.00529 -0.24
H 0.08935 -1.52094 1.36940 0.24
C 1.04320 -0.10605 0.51398 0.71
S -1.66414 1.33284 -0.14248 -0.22
H 0.92579 2.17770 1.27730 0.20
H -2.46531 1.98684 -1.18050 0.18
H -1.50390 -0.49808 -1.76098 0.28
```


Calculated values (kcal/mol) of energy above the lowest of the compared OMol25 structures with the same formula, charge and spin for the records, taken in order: 46.9; 60.0.